(w)
Formula: H5N2PS2
Source: OMol25
Level of theory: ωB97M-V with the def2-TZVPD basis set

Last column: Löwdin charge in e.
Geometry (Å):
N  2.114  -0.463  -1.324  -0.253
N  2.455  0.074  1.249  -0.110
P  1.705  0.503  -0.217  0.147
S  0.905  2.220  -0.413  0.202
S  -3.311  1.077  0.462  0.498
H  1.483  -0.361  -2.128  -0.010
H  2.250  0.796  1.832  -0.026
H  2.433  -0.899  1.542  0.065
H  -2.372  0.396  -0.114  -0.271
H  -2.958  2.241  -0.026  -0.241

Highest occupied orbital energy = -0.353 hartree
Kohn-Sham gap = 9.5 eV
2S+1 = 1
LUMO = -0.081 eV

---

(x)
Formula: H5N2PS2
Source: OMol25
Level of theory: ωB97M-V with the def2-TZVPD basis set

Last column: Löwdin charge in e.
Geometry (Å):
N  -1.603  -1.613  0.951  -0.210
N  0.819  0.419  -1.044  -0.051
P  -0.182  -2.222  0.328  -0.221
S  -0.125  -3.234  -1.303  0.181
S  1.220  -1.923  1.633  0.159
H  -2.490  -1.407  0.565  0.035
H  -1.689  -1.217  1.910  0.069
H  0.917  1.437  -0.840  0.018
H  0.673  0.249  -2.068  0.023
H  1.598  -0.153  -0.561  -0.002

Highest occupied orbital energy = -0.337 hartree
Kohn-Sham gap = 9.0 eV
2S+1 = 1
LUMO = -0.204 eV

---

Of them, (w) has the lowest stability.

---

(w)
Formula: H4NOPS2
Source: OMol25
Level of theory: ωB97M-V with the def2-TZVPD basis set

Last column: Löwdin charge in e.
Geometry (Å):
N  0.317  -0.381  0.890  -0.170
O  -0.423  -0.385  -1.565  -0.280
P  -0.961  0.147  -0.122  -0.108
S  -2.865  -0.292  0.185  0.148
S  -0.482  2.205  -0.028  0.455
H  0.580  0.266  1.648  0.043
H  0.343  -1.333  1.113  0.023
H  -1.110  -0.936  -1.923  0.030
H  0.826  1.891  0.349  -0.142

SMILES = N[P@@](O)(=S)S
Highest occupied orbital energy = -0.339 hartree
Kohn-Sham gap = 9.7 eV
2S+1 = 1
LUMO = 0.474 eV

---

(x)
Formula: H4NOPS2
Source: OMol25
Level of theory: ωB97M-V with the def2-TZVPD basis set

Last column: Löwdin charge in e.
Geometry (Å):
N  -0.068  -0.353  1.840  -0.232
O  -0.647  -1.173  -0.417  -0.263
P  0.580  -1.057  0.563  0.143
S  2.357  -1.460  -0.004  0.258
S  -1.058  2.108  -1.392  0.495
H  0.702  -0.296  2.585  0.015
H  -1.415  -0.839  0.013  0.039
H  -0.529  1.401  -2.373  -0.226
H  0.079  1.669  -0.814  -0.229

Highest occupied orbital energy = -0.365 hartree
Kohn-Sham gap = 9.8 eV
2S+1 = 1
LUMO = -0.163 eV

---

(y)
Formula: H4NOPS2
Source: OMol25
Level of theory: ωB97M-V with the def2-TZVPD basis set

Last column: Löwdin charge in e.
Geometry (Å):
N  -2.847  0.238  0.854  -0.227
O  -1.597  0.378  -1.375  -0.271
P  -1.553  -0.179  0.139  0.219
S  -0.020  -1.391  0.437  0.195
S  3.983  -0.327  0.075  0.526
H  -3.024  -0.275  1.727  0.003
H  -2.455  0.728  -1.682  0.082
H  3.676  0.720  0.868  -0.195
H  3.837  0.108  -1.044  -0.332

Highest occupied orbital energy = -0.350 hartree
Kohn-Sham gap = 9.3 eV
2S+1 = 1
LUMO = -0.231 eV

---

Of them, (y) has the lowest stability.

---

(w)
Formula: C18H22N2O3S
Source: OMol25
Level of theory: ωB97M-V with the def2-TZVPD basis set

Last column: Löwdin charge in e.
Geometry (Å):
C  -2.905  -3.712  0.223  -0.071
H  -2.622  -4.685  0.615  0.077
H  -3.597  -3.237  0.913  0.071
H  -3.409  -3.855  -0.731  0.069
C  -1.669  -2.831  0.068  -0.254
N  -1.970  -1.488  -0.382  -0.273
S  -2.776  -0.509  0.703  0.667
O  -4.184  -0.424  0.426  -0.285
O  -2.363  -0.895  2.021  -0.274
C  -2.021  1.068  0.309  -0.262
C  -0.642  1.119  0.322  -0.022
C  0.002  2.310  0.006  -0.116
C  -0.761  3.428  -0.326  0.002
C  -2.143  3.367  -0.315  -0.045
C  -2.783  2.178  0.004  -0.039
H  -3.858  2.089  0.011  0.116
H  -2.724  4.242  -0.565  0.110
H  -0.247  4.338  -0.596  0.123
C  1.494  2.391  -0.088  -0.467
O  2.052  3.077  -0.921  0.074
N  2.154  1.641  0.822  0.072
H  1.628  1.089  1.481  0.142
C  3.572  1.377  0.727  -0.121
C  3.829  -0.057  0.336  -0.209
C  4.764  -0.828  1.011  -0.046
C  4.982  -2.146  0.646  -0.085
C  4.259  -2.708  -0.392  -0.093
C  3.323  -1.945  -1.070  -0.082
C  3.111  -0.627  -0.710  -0.036
H  2.388  -0.029  -1.247  0.112
H  2.760  -2.376  -1.884  0.100
H  4.426  -3.737  -0.674  0.101
H  5.715  -2.736  1.176  0.102
H  5.329  -0.395  1.824  0.109
H  3.958  2.056  -0.040  0.131
H  4.058  1.606  1.680  0.125
H  -0.104  0.209  0.543  0.120
C  -2.348  -1.287  -1.766  -0.252
C  -1.144  -0.876  -2.609  -0.060
H  -0.729  0.062  -2.249  0.063
H  -0.370  -1.638  -2.559  0.067
H  -1.443  -0.752  -3.646  0.076
H  -2.797  -2.197  -2.177  0.119
H  -3.107  -0.502  -1.784  0.111
H  -0.957  -3.272  -0.636  0.122
H  -1.183  -2.719  1.039  0.109

SMILES = CCN(CC)S(=O)(=O)c1cccc(C(=O)NCc2ccccc2)c1
Highest occupied orbital energy = -0.343 hartree
Kohn-Sham gap = 9.8 eV
2S+1 = 1
LUMO = 0.431 eV

---

(x)
Formula: C18H22N2O3S
Source: OMol25
Level of theory: ωB97M-V with the def2-TZVPD basis set

Last column: Löwdin charge in e.
Geometry (Å):
C  -5.935  -2.414  -1.497  -0.095
H  -5.882  -1.650  -2.279  0.095
O  -6.125  -1.844  -0.227  -0.083
C  -5.176  -0.995  0.261  -0.278
C  -4.014  -0.644  -0.405  0.029
C  -3.097  0.238  0.179  -0.232
C  -3.356  0.764  1.436  -0.063
C  -4.522  0.406  2.094  -0.072
C  -5.429  -0.462  1.526  -0.019
H  -6.338  -0.744  2.032  0.114
H  -4.718  0.817  3.072  0.107
H  -2.661  1.443  1.896  0.012
N  -1.961  0.519  -0.582  0.063
C  -0.880  1.322  -0.375  -0.786
N  -0.024  1.359  -1.427  0.015
H  -0.131  0.670  -2.158  0.136
C  1.278  1.998  -1.367  -0.381
C  2.293  1.106  -0.687  -0.207
C  3.028  1.556  0.395  -0.039
C  3.946  0.723  1.008  -0.010
C  4.157  -0.580  0.575  -0.190
C  3.401  -1.053  -0.514  -0.186
C  2.491  -0.195  -1.120  0.046
H  1.939  -0.599  -1.956  0.124
O  3.454  -2.291  -1.089  -0.071
C  4.185  -3.343  -0.502  -0.077
H  5.259  -3.148  -0.513  0.092
H  3.863  -3.534  0.524  0.097
H  3.968  -4.216  -1.118  0.092
O  5.071  -1.425  1.155  -0.118
C  5.796  -0.971  2.270  -0.083
H  6.432  -0.116  2.019  0.097
H  6.425  -1.810  2.567  0.095
H  5.136  -0.703  3.101  0.098
H  4.506  1.106  1.846  0.103
H  2.883  2.557  0.771  0.113
C  1.718  2.369  -2.780  -0.034
H  1.860  1.475  -3.385  0.075
H  2.661  2.906  -2.739  0.087
H  0.972  3.004  -3.253  0.080
H  1.151  2.906  -0.769  0.096
S  -0.593  2.230  0.972  0.733
H  -1.965  0.039  -1.475  0.138
H  -3.798  -1.045  -1.385  0.102
H  -6.807  -3.043  -1.671  0.093
H  -5.033  -3.034  -1.530  0.095

SMILES = COc1cccc(NC(=S)N[C@H](C)c2ccc(OC)c(OC)c2)c1
Highest occupied orbital energy = -0.290 hartree
Kohn-Sham gap = 8.4 eV
2S+1 = 1
LUMO = 0.484 eV

---

Of them, (x) has the lowest stability.

---

(w)
Formula: C5H14O4
Source: OMol25
Level of theory: ωB97M-V with the def2-TZVPD basis set

Last column: Löwdin charge in e.
Geometry (Å):
C  0.822  -1.975  0.691  -0.081
C  -2.585  1.680  0.150  0.052
C  -1.453  1.017  -0.208  -0.454
O  -0.560  1.653  -1.036  -0.030
C  -1.009  -0.275  0.043  -0.101
C  0.236  -0.608  0.420  -0.105
H  0.490  -2.672  0.019  0.033
H  1.881  -1.881  0.738  0.065
H  0.531  -2.232  1.778  0.132
H  -2.889  2.589  -0.323  0.036
H  -3.433  1.414  0.869  0.085
H  -0.730  2.670  -1.123  0.175
H  -1.765  -1.133  -0.374  0.152
H  1.037  0.224  0.780  0.146
H  3.265  1.464  -0.101  -0.036
H  2.679  1.887  1.206  0.033
O  3.201  1.209  0.787  -0.047
H  1.280  1.165  -1.548  0.029
H  2.365  1.118  -2.498  0.032
O  2.178  1.543  -1.684  -0.052
H  -2.540  -2.517  0.438  0.094
H  -1.123  -3.059  0.279  -0.103
O  -1.877  -3.280  0.696  -0.055

SMILES = C=C(O)/C=C/C.O.O.O
Highest occupied orbital energy = -0.327 hartree
Kohn-Sham gap = 9.4 eV
2S+1 = 1
LUMO = 0.527 eV

---

(x)
Formula: C5H14O4
Source: OMol25
Level of theory: ωB97M-V with the def2-TZVPD basis set

Last column: Löwdin charge in e.
Geometry (Å):
C  0.163  -0.196  1.546  -0.412
C  -0.735  1.875  -1.239  -0.340
C  -1.255  1.295  -2.538  -0.088
O  0.193  -0.858  2.780  -0.008
O  1.029  0.905  1.595  -0.014
O  -0.176  3.157  -1.479  -0.078
H  1.919  0.531  1.423  0.104
H  0.039  -0.187  3.473  0.118
H  0.310  3.413  -0.676  0.090
H  -0.857  0.137  1.339  0.144
H  -1.548  1.978  -0.514  0.110
H  -0.435  1.163  -3.251  0.078
H  -1.721  0.321  -2.367  0.072
H  -1.988  1.966  -2.998  0.076
C  0.754  -1.243  0.438  -0.327
C  -0.037  -2.534  0.324  -0.046
O  2.092  -1.537  0.895  -0.056
H  2.028  -1.955  1.776  0.104
H  0.878  -0.788  -0.550  0.134
H  0.058  1.195  -0.856  0.087
H  0.052  -3.154  1.223  0.085
H  -1.103  -2.342  0.166  0.084
H  0.338  -3.140  -0.507  0.084

SMILES = C[C@H](O)C(O)O.CCO
Highest occupied orbital energy = -0.375 hartree
Kohn-Sham gap = 10.8 eV
2S+1 = 1
LUMO = 0.634 eV

---

Of them, (w) has the lowest stability.